Record 1
Below is 10 unconnected molecules or ions with the total composition C43H60N9O18, with properties calculated with the ωB97M-V functional and the def2-TZVPD basis.

The geometry in ORCA input format:
```
! wB97M-V def2-TZVPD RIJCOSX def2/J DEFGRID3
* xyz -1 1
C -2.31598 1.07475 -1.68328
C -1.16198 0.24675 -0.94728
C -0.25398 1.16375 -0.10828
C -0.98998 1.67075 1.06472
C -1.32698 0.52575 2.02672
C -2.12698 -0.57025 1.30972
N -1.70598 -0.77925 -0.00028
O -2.13298 -1.83025 -0.61528
C -3.77098 -0.31525 1.29772
C -1.90398 -1.85125 2.23772
C -0.09798 -0.49025 -2.02228
H -1.81698 1.34775 -2.64728
H -2.53498 1.87775 -1.04128
H -3.02298 0.34475 -1.82628
H -0.10298 1.98975 -0.78428
H 0.66002 0.59475 0.08372
H -1.96498 2.13375 0.86172
H -0.63098 2.35475 1.68672
H -2.04198 0.74375 2.78872
H -0.11698 0.29875 2.19672
H -4.24498 0.75075 0.66172
H -4.28498 -0.03625 2.20172
H -4.22698 -1.13125 0.79072
H -2.16698 -1.77425 3.28972
H -1.00598 -2.32625 1.99072
H -2.61298 -2.62525 1.91772
H -0.60198 -1.17125 -2.42328
H 0.68302 -0.98725 -1.51228
H 0.63902 0.39275 -2.50528
N -4.23398 4.45975 0.11772
O -3.09598 4.72875 -0.24428
O -4.81598 3.54675 -0.50028
O -4.75798 5.07475 1.10272
C 2.26802 -2.05625 0.21072
O 2.71402 -0.88625 -0.07028
O 2.82202 -3.18125 -0.27028
O 1.24602 -2.21325 0.97672
H 3.33602 -2.91225 -1.01028
C 2.32302 2.37575 -3.97028
C 2.62602 3.76475 -4.35628
C 3.30302 4.64075 -3.31628
C 3.72102 4.07075 -1.95328
C 3.48302 2.55775 -1.68228
C 2.76702 1.79675 -2.71228
N 4.57602 4.84275 -1.00228
O 4.88402 4.24375 0.08572
O 4.65002 5.98575 -1.11128
H 1.68002 1.83175 -4.54728
H 2.11902 4.34375 -5.22028
H 3.72302 5.65975 -3.35028
H 3.55802 2.11375 -0.85828
H 2.34902 0.77775 -2.56228
C 0.04402 5.14375 4.47072
C -1.28698 5.00775 3.63272
C -2.15198 3.86775 4.02372
C -1.73098 2.89075 5.23672
C -0.42898 3.20975 6.14172
C 0.38502 4.28775 5.57772
N -2.64398 1.84275 5.58072
O -3.47898 1.57675 4.60972
O -2.67198 1.27375 6.63372
H 0.73002 5.81375 4.22472
H -1.33998 5.59475 2.85272
H -3.06098 3.67775 3.58872
H 0.08002 2.67875 6.91172
H 1.38002 4.60575 6.01172
C 3.08802 -7.41225 4.95172
C 2.22402 -8.23925 3.81972
C 0.94502 -7.33225 3.31172
C 0.73402 -5.98125 3.84672
C 1.80802 -5.40525 4.84572
C 2.97002 -6.19025 5.36372
N -0.39198 -5.16625 3.42972
O -0.49098 -4.05425 4.11472
O -1.10698 -5.38325 2.44372
H 3.98802 -7.98425 5.17672
H 2.28702 -9.21825 3.53672
H 0.25202 -7.86225 2.46272
H 1.66302 -4.41025 5.31772
H 3.94802 -5.90925 6.15972
C -1.75098 3.89975 -5.08828
C -1.84998 4.51175 -3.67928
C -2.90898 5.62675 -3.41628
C -3.52398 6.32175 -4.73928
C -3.32998 5.61675 -6.05628
C -2.36698 4.39975 -6.10228
N -4.51498 7.45275 -4.48428
O -4.72398 8.36375 -5.43828
O -5.29098 7.35575 -3.51328
H -1.22798 2.93575 -5.01828
H -1.48398 4.13875 -2.70628
H -3.34498 6.06075 -2.55828
H -4.00498 5.97775 -6.86828
H -2.34298 4.16275 -7.16028
C 1.12302 -0.33825 5.75872
O 0.78802 0.25475 6.79772
N 1.78202 0.23775 4.67872
C 2.07102 -0.54525 3.61572
C 2.07302 1.70275 4.69872
H 0.82002 -1.44625 5.44572
H 2.81602 -0.07425 3.08672
H 1.20402 -0.81125 2.89272
H 2.64602 -1.60325 3.81172
H 1.11802 2.10975 4.16472
H 3.02902 2.19275 4.45472
H 2.00302 2.03375 5.55672
C -0.29598 -4.23325 -2.30528
O -1.12098 -3.66725 -3.06728
N -0.15798 -5.55425 -2.10828
C 0.67602 -5.91725 -0.97328
C -0.90298 -6.60925 -2.81228
H 0.36802 -3.64125 -1.64828
H 0.35402 -5.14025 -0.15128
H 1.80202 -6.01325 -1.21628
H 0.40202 -6.79325 -0.45528
H -2.09498 -6.70325 -2.72028
H -0.56998 -7.47825 -2.27828
H -0.37398 -6.65725 -3.83328
C 1.93402 -1.54525 -6.53628
O 2.38802 -0.37625 -6.28928
N 1.94002 -2.43725 -5.55528
C 1.40902 -3.76225 -5.73828
C 2.40202 -1.96525 -4.16628
H 1.72802 -1.92825 -7.48028
H 1.58602 -3.98925 -6.82828
H 0.64802 -3.84225 -5.12028
H 1.92602 -4.49825 -5.43028
H 1.77602 -1.07725 -4.17828
H 3.44802 -1.98625 -3.88328
H 2.12002 -2.83425 -3.68128
*
```

Calculated values
ΔE to the lowest compared entry with this formula, charge and spin in kJ/mol: 235.4
Molar mass in g mol⁻¹: 991.00
E_HOMO in eV: -5.4

Results of the Löwdin charge analysis, in e, for atoms 1 through 99: atom 1 (C): 0.064, atom 2 (C): -0.315, atom 3 (C): -0.127, atom 4 (C): -0.191, atom 5 (C): -0.095, atom 6 (C): -0.402, atom 7 (N): 0.051, atom 8 (O): 0.171, atom 9 (C): 0.047, atom 10 (C): -0.002, atom 11 (C): 0.052, atom 12 (H): 0.104, atom 13 (H): 0.046, atom 14 (H): 0.057, atom 15 (H): 0.125, atom 16 (H): 0.115, atom 17 (H): 0.117, atom 18 (H): 0.060, atom 19 (H): 0.089, atom 20 (H): 0.170, atom 21 (H): 0.180, atom 22 (H): 0.062, atom 23 (H): 0.049, atom 24 (H): 0.101, atom 25 (H): 0.032, atom 26 (H): 0.078, atom 27 (H): -0.034, atom 28 (H): 0.033, atom 29 (H): 0.131, atom 30 (N): -0.645, atom 31 (O): -0.093, atom 32 (O): -0.091, atom 33 (O): -0.093, atom 34 (C): -0.795, atom 35 (O): -0.082, atom 36 (O): 0.070, atom 37 (O): -0.093, atom 38 (H): 0.074, atom 39 (C): -0.061, atom 40 (C): -0.038, atom 41 (C): 0.025, atom 42 (C): -0.049, atom 43 (C): 0.085, atom 44 (C): -0.043, atom 45 (N): -0.389, atom 46 (O): 0.011, atom 47 (O): 0.108, atom 48 (H): 0.043, atom 49 (H): 0.114, atom 50 (H): 0.087, atom 51 (H): 0.007, atom 52 (H): 0.065, atom 53 (C): -0.008, atom 54 (C): 0.050, atom 55 (C): 0.081, atom 56 (C): -0.030, atom 57 (C): 0.057, atom 58 (C): -0.131, atom 59 (N): -0.365, atom 60 (O): -0.037, atom 61 (O): 0.101, atom 62 (H): 0.028, atom 63 (H): 0.025, atom 64 (H): 0.053, atom 65 (H): 0.070, atom 66 (H): 0.114, atom 67 (C): -0.143, atom 68 (C): 0.073, atom 69 (C): 0.020, atom 70 (C): -0.129, atom 71 (C): 0.078, atom 72 (C): -0.151, atom 73 (N): -0.301, atom 74 (O): 0.001, atom 75 (O): 0.063, atom 76 (H): 0.078, atom 77 (H): 0.012, atom 78 (H): 0.135, atom 79 (H): 0.094, atom 80 (H): 0.193, atom 81 (C): -0.133, atom 82 (C): 0.016, atom 83 (C): 0.091, atom 84 (C): -0.064, atom 85 (C): 0.039, atom 86 (C): -0.132, atom 87 (N): -0.292, atom 88 (O): -0.034, atom 89 (O): 0.064, atom 90 (H): 0.097, atom 91 (H): 0.074, atom 92 (H): 0.053, atom 93 (H): 0.100, atom 94 (H): 0.091, atom 95 (C): -0.275, atom 96 (O): -0.027, atom 97 (N): -0.192, atom 98 (C): -0.149, atom 99 (C): -0.002

---

Record 2
Below is a molecular structure, C43H61BrN10O3PS2Ta, with properties calculated with the ωB97M-V functional and the def2-TZVPD basis.

The geometry in ORCA input format:
```
! wB97M-V def2-TZVPD RIJCOSX def2/J DEFGRID3
* xyz 0 1
Ta 0.41022 -0.16548 -0.07912
C 4.95610 2.29171 1.93568
S 4.53692 2.75079 0.24751
C 2.99492 1.94825 -0.00517
S 2.33112 0.91729 1.18659
N 2.47117 2.24139 -1.15395
N 1.24101 1.65256 -1.33718
C 0.69292 1.97253 -2.43982
C -0.64264 1.47448 -2.71927
C -1.31026 1.90227 -3.85654
C -2.61046 1.48276 -4.07070
C -3.19296 0.66308 -3.12348
C -2.45159 0.27285 -2.01955
N -1.18765 0.64601 -1.80867
H 5.91816 2.76535 2.12898
H 5.05943 1.21379 2.04293
H 4.21720 2.66734 2.64004
H 1.20045 2.63352 -3.13376
H -0.80546 2.56161 -4.54943
H -3.15665 1.79799 -4.95009
H -4.21227 0.31763 -3.22363
H -2.88572 -0.36923 -1.27257
O -1.93015 -0.88506 0.43311
H -1.49342 -1.41371 1.12465
H -2.31104 -0.07067 0.88619
C -3.77396 -5.18883 -1.72243
C -2.39733 -4.66716 -1.48243
C -1.16453 -5.27580 -1.52215
C -0.23304 -4.26492 -1.18130
N -0.85182 -3.11858 -0.95812
N -2.15913 -3.38044 -1.15011
C 1.24997 -4.36946 -1.03315
H -3.73536 -6.25698 -1.92573
H -4.24177 -4.69971 -2.57878
H -4.41700 -5.03485 -0.85348
H -0.96156 -6.30911 -1.75392
H -2.81579 -2.65436 -0.91815
H 1.51902 -5.29066 -0.51227
H 1.61739 -3.51349 -0.46581
H 1.75072 -4.36828 -2.00385
Br 0.44604 4.44181 0.40696
C -0.78614 4.41816 1.84507
C -0.83411 5.57885 2.60887
C -1.73953 5.69631 3.64920
C -2.62292 4.65942 3.91405
C -2.57490 3.51376 3.14164
C -1.64664 3.35450 2.11030
C -1.65756 2.01606 1.40244
O -2.71113 1.35119 1.46393
O -0.58625 1.63896 0.84417
H -0.16032 6.39089 2.37281
H -1.76208 6.60451 4.23835
H -3.34743 4.74443 4.71353
H -3.26054 2.69694 3.31976
C 0.00596 -1.82003 -3.82046
C 1.48826 -1.92834 -3.59131
C 2.25565 -2.47170 -4.61732
C 3.62767 -2.61171 -4.50868
C 4.24982 -2.19111 -3.34561
C 3.52709 -1.64915 -2.29197
C 4.26430 -1.22392 -1.05107
C 2.12635 -1.51803 -2.39699
N 1.42142 -1.00129 -1.32015
H -0.22055 -1.03068 -4.54416
H -0.52290 -1.61639 -2.90235
H -0.38455 -2.75618 -4.22713
H 1.75080 -2.79324 -5.52268
H 4.20460 -3.03692 -5.32021
H 5.32637 -2.27945 -3.24358
H 4.57376 -2.09643 -0.46602
H 3.65181 -0.59604 -0.41000
H 5.16763 -0.67026 -1.31379
N 0.41100 -1.33542 1.48490
P 0.79751 -1.78823 2.92262
N 2.43952 -1.88621 3.11171
C 3.14096 -1.94593 4.38511
C 3.92471 -3.27331 4.54324
C 3.65091 -4.22044 3.37783
C 3.96980 -3.54290 2.04896
C 3.32037 -2.14290 1.97365
N 0.04605 -3.23363 3.25887
C 0.13347 -3.88609 4.56036
C -1.22531 -4.42631 5.00430
C -1.84379 -5.31643 3.92846
C -1.89512 -4.57941 2.59324
C -0.50788 -4.08584 2.21357
N 0.33586 -0.83449 4.20751
C 0.93384 0.51156 4.26944
C 0.67895 1.13183 5.63285
C -0.83227 1.28009 5.90638
C -1.65188 0.48554 4.89146
C -1.07102 -0.89923 4.66114
H 2.41886 -1.82130 5.18987
H 3.83120 -1.09383 4.44110
H 3.66286 -3.75052 5.48997
H 4.99733 -3.06589 4.58489
H 2.59909 -4.51510 3.38340
H 4.23599 -5.13525 3.49060
H 3.62396 -4.16447 1.21981
H 5.05371 -3.44833 1.93979
H 2.74471 -2.02584 1.05824
H 4.08666 -1.36080 1.95897
H 0.52171 -3.17899 5.29463
H 0.84091 -4.72659 4.50948
H -1.89806 -3.59140 5.21530
H -1.09656 -4.98403 5.93550
H -2.83880 -5.64641 4.23360
H -1.23206 -6.21883 3.81142
H -2.57112 -3.71969 2.66989
H -2.27840 -5.22747 1.80082
H -0.51218 -3.53232 1.27982
H 0.15117 -4.95784 2.06957
H 0.53574 1.15379 3.47478
H 2.00294 0.42504 4.08276
H 1.17950 2.10070 5.67774
H 1.14407 0.49751 6.39225
H -1.12959 2.32998 5.86876
H -1.06289 0.92526 6.91400
H -1.69997 1.01243 3.93909
H -2.68399 0.37697 5.23260
H -1.67705 -1.43202 3.92595
H -1.12290 -1.47527 5.59268
*
```

Calculated values
ΔE to the lowest compared entry with this formula, charge and spin in kJ/mol: 22.2
Molar mass in g mol⁻¹: 1121.99
E_HOMO in eV: -6.9

Results of the Löwdin charge analysis, in e, for atoms 1 through 99: atom 1 (Ta): 1.533, atom 2 (C): -0.436, atom 3 (S): 0.865, atom 4 (C): -1.088, atom 5 (S): 0.682, atom 6 (N): -0.082, atom 7 (N): -0.138, atom 8 (C): -0.085, atom 9 (C): -0.254, atom 10 (C): -0.009, atom 11 (C): -0.045, atom 12 (C): -0.035, atom 13 (C): -0.104, atom 14 (N): 0.052, atom 15 (H): 0.032, atom 16 (H): 0.016, atom 17 (H): 0.029, atom 18 (H): 0.136, atom 19 (H): 0.120, atom 20 (H): 0.113, atom 21 (H): 0.110, atom 22 (H): 0.089, atom 23 (O): -0.196, atom 24 (H): 0.002, atom 25 (H): 0.014, atom 26 (C): -0.028, atom 27 (C): -0.315, atom 28 (C): 0.013, atom 29 (C): -0.352, atom 30 (N): 0.049, atom 31 (N): 0.041, atom 32 (C): -0.023, atom 33 (H): 0.078, atom 34 (H): 0.078, atom 35 (H): 0.078, atom 36 (H): 0.108, atom 37 (H): 0.132, atom 38 (H): 0.078, atom 39 (H): 0.052, atom 40 (H): 0.081, atom 41 (Br): 0.852, atom 42 (C): -0.580, atom 43 (C): -0.139, atom 44 (C): -0.080, atom 45 (C): -0.076, atom 46 (C): -0.035, atom 47 (C): -0.148, atom 48 (C): -0.581, atom 49 (O): 0.006, atom 50 (O): -0.240, atom 51 (H): 0.092, atom 52 (H): 0.105, atom 53 (H): 0.104, atom 54 (H): 0.114, atom 55 (C): -0.055, atom 56 (C): -0.220, atom 57 (C): -0.073, atom 58 (C): -0.099, atom 59 (C): -0.066, atom 60 (C): -0.210, atom 61 (C): -0.047, atom 62 (C): -0.275, atom 63 (N): -0.175, atom 64 (H): 0.079, atom 65 (H): 0.020, atom 66 (H): 0.083, atom 67 (H): 0.108, atom 68 (H): 0.095, atom 69 (H): 0.109, atom 70 (H): 0.078, atom 71 (H): -0.004, atom 72 (H): 0.087, atom 73 (N): -0.373, atom 74 (P): 0.589, atom 75 (N): -0.219, atom 76 (C): -0.194, atom 77 (C): -0.161, atom 78 (C): -0.202, atom 79 (C): -0.162, atom 80 (C): -0.235, atom 81 (N): -0.198, atom 82 (C): -0.209, atom 83 (C): -0.182, atom 84 (C): -0.201, atom 85 (C): -0.179, atom 86 (C): -0.210, atom 87 (N): -0.186, atom 88 (C): -0.235, atom 89 (C): -0.159, atom 90 (C): -0.176, atom 91 (C): -0.179, atom 92 (C): -0.190, atom 93 (H): 0.096, atom 94 (H): 0.115, atom 95 (H): 0.103, atom 96 (H): 0.107, atom 97 (H): 0.082, atom 98 (H): 0.111, atom 99 (H): 0.099